No. 1
C35H27F5N6O4S3Ta as an isolated structure. Source: the Open Molecules 2025 dataset; level of theory: ωB97M-V with the def2-TZVPD basis set.

Computed properties:
total charge	+1
HOMO	-10.391	eV
multiplicity	1
LUMO energy	-0.180	Ha

Each line ends with the Löwdin charge.
Cartesian coordinates (Å):
Ta1 -0.2588 0.2811 -0.7352  1.700
C1 3.8368 -0.7525 0.0745  0.040
C2 3.3141 -0.1316 -1.1675  -0.280
N1 2.0603 0.1468 -1.4999  0.067
C3 2.1166 0.7056 -2.7599  -0.154
C4 3.4024 0.7692 -3.1952  -0.041
N2 4.1333 0.2305 -2.1780  0.211
C5 4.1020 1.2554 -4.4215  -0.460
O1 3.3671 1.8219 -5.3567  0.177
O2 5.2939 1.1276 -4.4843  0.150
C6 0.8580 1.1145 -3.3785  -0.470
O3 0.7317 1.6981 -4.4166  0.178
O4 -0.1660 0.7493 -2.5810  -0.234
H1 3.1803 -0.5643 0.9149  0.046
H2 4.8196 -0.3424 0.3038  0.102
H3 3.9403 -1.8314 -0.0541  0.105
H4 5.1408 0.1409 -2.2155  0.189
H5 2.4139 1.8730 -5.1296  0.092
C7 1.6715 -3.4642 -3.4150  -0.064
C8 0.6009 -2.3761 -3.2998  -0.205
C9 -0.6582 -2.9159 -2.6734  -0.175
C10 -1.5358 -3.6407 -3.4711  -0.021
C11 -2.6384 -4.2721 -2.9260  -0.039
C12 -2.8463 -4.2195 -1.5581  -0.024
C13 -1.9987 -3.5066 -0.7168  -0.162
C14 -2.2794 -3.5849 0.7670  -0.202
C15 -1.8424 -4.9294 1.3573  -0.066
C16 -0.9202 -2.8206 -1.3023  -0.168
N3 -0.1297 -1.9088 -0.5057  -0.046
C17 0.4209 -2.3172 0.6053  -0.035
C18 0.9085 -1.3398 1.4856  -0.332
C19 1.5214 -1.3799 2.7255  0.009
C20 1.7705 -0.0475 3.0883  -0.036
C21 1.2905 0.7483 2.0645  -0.139
N4 0.7289 -0.0131 1.0848  -0.156
H6 2.5784 -3.0730 -3.8783  0.075
H7 1.3174 -4.2990 -4.0193  0.082
H8 1.9294 -3.8570 -2.4289  0.078
H9 0.3690 -1.9738 -4.2886  0.127
H10 1.0088 -1.5638 -2.7077  0.048
H11 -1.3404 -3.7082 -4.5345  0.127
H12 -3.3245 -4.8171 -3.5600  0.116
H13 -3.6913 -4.7392 -1.1216  0.127
H14 -3.3544 -3.4747 0.9220  0.117
H15 -1.8144 -2.7724 1.3235  0.085
H16 -2.3883 -5.7493 0.8910  0.082
H17 -2.0334 -4.9607 2.4297  0.084
H18 -0.7801 -5.1230 1.1925  0.069
H19 0.4784 -3.3759 0.8371  0.147
H20 1.7590 -2.2684 3.2891  0.126
H21 2.2343 0.3048 3.9944  0.115
H22 1.3213 1.8221 1.9862  0.094
S1 -2.3732 3.9229 4.8597  0.671
C22 -1.6148 3.8468 3.4162  -1.081
S2 -1.8632 2.5263 2.2828  1.015
C23 -0.6622 3.2127 1.2379  -1.031
N5 -0.1550 4.3153 1.6548  0.031
N6 -0.6949 4.6874 2.8443  -0.134
C24 -0.2012 5.9075 3.4196  -0.213
C25 -1.0676 6.7946 4.0360  -0.042
C26 -0.5581 7.9698 4.5669  -0.061
C27 0.7961 8.2540 4.4760  -0.074
C28 1.6497 7.3606 3.8445  -0.071
C29 1.1543 6.1813 3.3136  -0.022
S3 -0.1423 2.6216 -0.3267  0.699
H23 -2.1224 6.5764 4.1001  0.089
H24 -1.2297 8.6667 5.0492  0.111
H25 1.1861 9.1729 4.8925  0.108
H26 2.7060 7.5792 3.7653  0.108
H27 1.8093 5.4815 2.8130  0.107
F1 -2.8013 0.0506 -2.8378  0.101
C30 -3.2360 -0.2044 -1.6007  -0.225
C31 -2.3598 -0.1156 -0.5163  -0.156
C32 -2.9139 -0.4403 0.7181  -0.279
F2 -2.1120 -0.4520 1.8022  0.033
C33 -4.2311 -0.7945 0.9012  -0.155
F3 -4.6967 -1.1089 2.1040  0.147
C34 -5.0613 -0.8619 -0.2083  -0.115
F4 -6.3224 -1.2224 -0.0656  0.169
C35 -4.5609 -0.5704 -1.4679  -0.136
F5 -5.3528 -0.6525 -2.5276  0.151

No. 2
C20H46OP4SV as an isolated structure. Source: the Open Molecules 2025 dataset; level of theory: ωB97M-V with the def2-TZVPD basis set.

Computed properties:
total charge	+3
HOMO (spin up / spin down)	-17.236 / -17.072	eV
multiplicity	3
LUMO energy (spin up / spin down)	-0.432 / -0.436	Ha

Each line ends with the Löwdin charge.
Cartesian coordinates (Å):
V1 -0.5321 -0.9497 -1.5225  0.060
P1 -0.4602 -1.8501 0.6407  0.765
P2 1.2959 0.4127 -1.4083  0.783
P3 1.8380 -2.6077 -1.6458  0.727
H1 -1.7582 2.5014 2.2843  0.045
C1 -2.6157 2.4294 1.5791  -0.022
C2 -3.5792 1.4918 1.6335  0.044
H2 -3.9485 1.0721 2.6276  0.129
C3 -0.6649 -0.6172 1.9738  -0.245
C4 0.5097 -3.0961 1.5556  -0.228
C5 -2.0783 -2.7068 0.5226  -0.222
C6 -0.1811 1.4975 -1.0297  -0.248
C7 2.5088 0.7523 -0.0933  -0.195
C8 2.0906 1.1583 -2.8801  -0.185
C9 1.5247 -4.4344 -1.8087  -0.245
C10 3.2270 -2.6677 -0.4325  -0.233
C11 2.8347 -2.4098 -3.1956  -0.235
H3 -2.4983 3.1078 0.7021  0.104
H4 -3.9834 1.0739 0.6881  0.078
H5 -1.6326 -0.1129 1.8875  0.001
H6 0.1117 0.1558 1.9243  0.022
H7 -0.5998 -1.1098 2.9557  0.081
H8 1.4503 -2.6587 1.9188  0.054
H9 0.7291 -3.9835 0.9471  0.045
H10 -0.0800 -3.4102 2.4328  0.081
H11 -2.8926 -1.9892 0.3702  0.047
H12 -2.2416 -3.2618 1.4522  0.073
H13 -2.0737 -3.4107 -0.3199  0.050
H14 -0.2553 2.2901 -1.8040  0.104
H15 0.0201 1.9963 -0.0684  0.044
H16 -1.1136 0.8307 -1.0871  -0.006
H17 3.3191 1.3633 -0.5361  0.073
H18 2.9379 -0.1915 0.2863  0.031
H19 2.0250 1.3124 0.7408  0.026
H20 3.0907 1.5090 -2.5814  0.069
H21 1.4720 2.0033 -3.2228  0.069
H22 2.1722 0.4023 -3.6766  0.048
H23 1.0519 -4.6836 -2.7732  0.047
H24 0.8714 -4.7947 -1.0030  0.040
H25 2.5048 -4.9437 -1.7437  0.074
H26 3.8604 -3.5246 -0.7153  0.075
H27 2.8674 -2.8235 0.5923  0.026
H28 3.8297 -1.7526 -0.4805  0.045
H29 2.2345 -2.6606 -4.0871  0.055
H30 3.6969 -3.0995 -3.1285  0.080
H31 3.2157 -1.3837 -3.2816  0.032
C12 -2.1856 -1.5539 -2.9734  -0.631
C13 -2.3853 -0.1706 -3.2840  -0.131
C14 -3.6336 0.4393 -3.0491  -0.047
C15 -4.6763 -0.2893 -2.4575  -0.027
C16 -4.5231 -1.6840 -2.2100  -0.030
C17 -3.3267 -2.3192 -2.5390  -0.086
S1 -0.5531 -2.3733 -3.2095  0.728
H32 -1.3943 1.0250 0.3671  0.334
H33 -1.5614 0.3809 -3.7374  0.114
H34 -3.7907 1.4949 -3.3119  0.130
H35 -5.6287 0.1902 -2.2233  0.127
H36 -5.3631 -2.2429 -1.7685  0.136
H37 -3.2168 -3.4097 -2.4551  0.128
C18 2.7539 3.2046 3.8846  -0.152
P4 1.1877 3.4788 3.0559  0.548
C19 -0.0586 3.6333 4.3410  -0.149
C20 1.2617 5.0568 2.2061  -0.166
O1 0.8593 2.3641 2.1037  -0.438
H38 2.5740 2.6842 4.8308  0.062
H39 3.2666 4.1489 4.0904  0.073
H40 3.3909 2.5764 3.2542  0.059
H41 -0.1994 4.6830 4.6015  0.069
H42 -1.0093 3.2155 4.0116  0.029
H43 0.2774 3.0892 5.2249  0.063
H44 2.2439 5.1758 1.7302  0.067
H45 0.4912 5.0873 1.4247  0.055
H46 1.0981 5.8887 2.9027  0.070

No. 3
One molecule with the formula C2H7N2O2PS. Source: the Open Molecules 2025 dataset; level of theory: ωB97M-V with the def2-TZVPD basis set.

Computed properties:
structure (SMILES)	[H]/N=C(/C)O[P@](N)(O)=S
HOMO	-9.124	eV
multiplicity	1
LUMO energy	0.017	Ha

Each line ends with the natural charge from an NBO analysis.
Cartesian coordinates (Å):
H1 0.1499 -1.8103 -1.2533  0.394
N1 1.0121 -1.7340 -0.7362  -0.623
C1 1.0989 -0.8177 0.0879  0.624
C2 2.3157 -0.4108 0.8310  -0.698
O1 0.0286 0.2721 0.5354  -0.913
P1 -1.4584 0.2639 0.0403  1.947
N2 -1.4897 0.7905 -1.5696  -1.185
O2 -1.9698 1.7089 0.6564  -0.984
S1 -2.3860 -1.4328 0.2179  -0.604
H2 2.3170 0.5461 1.2440  0.242
H3 2.2031 -0.9640 1.7358  0.245
H4 3.1983 -0.6889 0.3123  0.245
H5 -1.1388 1.7291 -1.6527  0.397
H6 -2.4031 0.6009 -1.9257  0.408
H7 -1.4778 1.9469 1.4766  0.505

No. 4
One molecule with the formula C6H11N. Source: the Open Molecules 2025 dataset; level of theory: ωB97M-V with the def2-TZVPD basis set.

Computed properties:
structure (SMILES)	C=C/C(=C\N)CC
HOMO	-7.539	eV
multiplicity	1
LUMO energy	0.036	Ha

Each line ends with the natural charge from an NBO analysis.
Cartesian coordinates (Å):
C1 -1.9787 0.9336 1.3133  -0.405
C2 -0.6888 0.5602 1.3395  -0.195
C3 0.0055 -0.0546 0.1988  -0.155
C4 0.8552 -1.0884 0.3203  0.021
N1 1.4339 -1.4907 1.5204  -0.803
C5 -0.0126 0.8171 -1.0523  -0.399
C6 0.4892 0.2050 -2.3570  -0.610
H1 -2.3597 1.5171 2.1500  0.183
H2 -2.8016 0.3930 0.8539  0.205
H3 -0.2725 0.4991 2.3453  0.193
H4 1.2411 -1.5141 -0.5946  0.190
H5 1.6946 -2.4631 1.5870  0.374
H6 0.9277 -1.2072 2.3442  0.371
H7 0.5001 1.7521 -0.8200  0.206
H8 -1.0566 1.1034 -1.2218  0.204
H9 -0.1793 -0.5743 -2.7195  0.209
H10 0.7905 0.9538 -3.0834  0.217
H11 1.4119 -0.3421 -2.1241  0.191

No. 5
One molecule with the formula C5H8O2. Source: the Open Molecules 2025 dataset; level of theory: ωB97M-V with the def2-TZVPD basis set.

Computed properties:
structure (SMILES)	CCCC(=O)C=O
HOMO	-9.852	eV
multiplicity	1
LUMO energy	-0.002	Ha

Each line ends with the natural charge from an NBO analysis.
Cartesian coordinates (Å):
C1 0.7753 -0.1030 2.2761  -0.609
C2 -0.0387 0.3850 1.0724  -0.389
C3 0.2997 -0.3968 -0.2266  -0.498
C4 -0.5351 0.1203 -1.4075  0.467
O1 -1.3072 1.0222 -1.1613  -0.514
C5 -0.7675 -0.1377 -3.0132  0.379
O2 -0.3742 -0.8246 -3.8993  -0.471
H1 0.5857 -1.1607 2.4922  0.201
H2 0.5298 0.4562 3.1890  0.217
H3 1.8527 0.0139 2.1123  0.201
H4 0.1365 1.4596 0.9334  0.212
H5 -1.1082 0.3036 1.3059  0.212
H6 1.3745 -0.2948 -0.4338  0.233
H7 0.1203 -1.4682 -0.0550  0.234
H8 -1.5436 0.6251 -3.1845  0.124

No. 6
One molecule with the formula C4H7N3. Source: the Open Molecules 2025 dataset; level of theory: ωB97M-V with the def2-TZVPD basis set.

Computed properties:
structure (SMILES)	[H]/N=C1\N[C@H]2C[C@H]2N1
HOMO	-8.517	eV
multiplicity	1
LUMO energy	0.034	Ha

Each line ends with the natural charge from an NBO analysis.
Cartesian coordinates (Å):
H1 -3.0244 -0.3367 0.5972  0.369
N1 -2.1602 -0.8544 0.7634  -0.822
C1 -1.0452 -0.8493 0.0207  0.587
N2 -0.7573 -0.0121 -0.9870  -0.640
C2 0.6552 0.3130 -0.9925  -0.054
C3 1.0844 1.2748 0.3492  -0.508
C4 1.2137 -0.4004 0.3145  -0.047
N3 0.2253 -1.3739 0.4824  -0.615
H2 -1.5364 0.5830 -1.5456  0.425
H3 1.0527 0.3752 -1.9953  0.213
H4 2.0405 1.9208 0.5394  0.250
H5 0.0003 1.6587 0.7112  0.230
H6 2.2315 -0.6873 0.2109  0.214
H7 0.0198 -1.6116 1.5314  0.397

No. 7
A 3-piece molecular cluster, C3H8O overall. Source: the Open Molecules 2025 dataset; level of theory: ωB97M-V with the def2-TZVPD basis set.

Computed properties:
structure (SMILES)	[H][H].C=C.C=O
HOMO	-9.997	eV
multiplicity	1
LUMO energy	0.034	Ha

Each line ends with the natural charge from an NBO analysis.
Cartesian coordinates (Å):
H1 1.0525 -0.3312 1.4517  0.018
H2 0.9471 -0.2287 2.1828  -0.019
C1 1.3686 -0.8905 -0.7905  -0.423
C2 0.4657 -0.1001 -1.3604  -0.362
H3 2.3666 -0.5366 -0.5409  0.195
H4 1.1426 -1.9236 -0.5356  0.196
H5 -0.5366 -0.4471 -1.5921  0.206
H6 0.6830 0.9382 -1.5991  0.193
C3 -1.3259 0.7208 1.4849  0.284
O1 -1.7689 0.6165 0.3703  -0.509
H7 -0.7046 1.5825 1.7977  0.111
H8 -1.5093 -0.0414 2.2672  0.110

No. 8
One molecule with the formula C7H10O2. Source: the Open Molecules 2025 dataset; level of theory: ωB97M-V with the def2-TZVPD basis set.

Computed properties:
structure (SMILES)	C=C[C@@H]1CO[C@H]2C[C@]12O
HOMO	-9.241	eV
multiplicity	1
LUMO energy	0.026	Ha

Each line ends with the natural charge from an NBO analysis.
Cartesian coordinates (Å):
C1 2.2721 0.9270 -0.1369  -0.380
C2 2.1135 -0.4513 0.2157  -0.210
C3 0.6608 -0.7444 0.6512  -0.279
C4 -0.3127 -1.8089 -0.2480  -0.035
O1 -1.1012 -0.9320 -1.1366  -0.520
C5 -0.6454 0.4828 -0.8843  -0.008
C6 -0.8102 1.9809 -0.2462  -0.356
C7 -0.3470 0.4980 0.4778  0.191
O2 -1.6600 0.0312 1.1399  -0.732
H1 3.2009 1.1055 -0.2517  0.168
H2 1.3442 1.7350 -0.4263  0.218
H3 2.6574 -1.3543 0.5055  0.233
H4 0.8487 -0.8206 1.8399  0.243
H5 -0.7529 -2.4599 0.3720  0.185
H6 0.3663 -2.4028 -0.8731  0.173
H7 0.3581 0.5551 -1.3564  0.187
H8 -1.7632 2.0975 0.1274  0.233
H9 -0.1904 2.7131 -0.7072  0.226
H10 -1.5654 0.7345 1.7670  0.463

What did we get for energy? Answer: -3730.27169 -3571.34636 -1080.01084 -289.89016 -345.74653 -320.75612 -194.23481 -422.85937 hartree, in the order shown.